Computed, not measured: C13H17IMnN2 as an isolated structure at a distorted geometry, with ωB97M-V/def2-TZVPD.

```
! wB97M-V def2-TZVPD RIJCOSX def2/J DEFGRID3
* xyz 0 6
C 0.64 -0.35 -2.07
C 3.56 -0.69 -1.70
H 0.63 -1.46 -2.19
H 0.95 0.23 -2.98
H 0.11 0.27 -1.26
H 3.48 -1.77 -1.44
H 3.26 -0.45 -2.72
H 4.09 0.06 -1.08
Mn 2.05 -0.04 -0.96
C 2.94 -0.71 0.74
H 2.03 -1.26 1.04
H 3.32 -0.03 1.52
H 3.74 -1.39 0.41
I 2.84 2.23 -0.98
C 0.39 1.37 3.29
C -0.92 0.90 3.51
C -1.60 0.37 2.43
C -1.02 0.33 1.15
N 0.31 0.65 0.99
C 0.96 1.22 2.04
C -1.92 -0.03 0.02
C -3.29 -0.42 0.17
C -4.04 -0.63 -0.98
C -3.48 -0.49 -2.27
C -2.14 -0.12 -2.33
N -1.47 0.12 -1.20
H 0.98 1.79 4.10
H -1.40 0.94 4.49
H -2.60 -0.05 2.54
H 2.00 1.53 1.89
H -3.71 -0.54 1.15
H -5.09 -0.91 -0.89
H -4.02 -0.64 -3.20
H -1.58 -0.03 -3.25
*
```

Calculated values
LUMO energy (alpha / beta), eV: -0.7 / -1.6
⟨S²⟩: 8.82
Total energy, hartree: -2063.48270
Gap between HOMO and LUMO (alpha / beta), eV: 5.83 / 6.16

***

Computed, not measured: C28H30PPdSi2 as an isolated structure, with ωB97M-V/def2-TZVPD.

```
! wB97M-V def2-TZVPD RIJCOSX def2/J DEFGRID3
* xyz -1 3
Pd -0.56 -0.84 0.81
C -2.88 0.40 3.49
Si -1.35 0.73 2.39
C -1.65 2.49 1.71
C 0.10 0.98 3.60
C -0.07 1.58 4.86
C 1.01 1.83 5.69
C 2.29 1.50 5.27
C 2.47 0.91 4.03
C 1.39 0.63 3.19
Si 1.62 -0.23 1.50
C 2.89 -1.63 1.82
C 2.54 1.01 0.39
H -3.06 1.24 4.17
H -2.78 -0.51 4.08
H -3.77 0.29 2.86
H -1.73 3.20 2.54
H -2.58 2.56 1.14
H -0.83 2.81 1.07
H -1.06 1.85 5.20
H 0.85 2.28 6.67
H 3.15 1.70 5.91
H 3.48 0.66 3.71
H 3.79 -1.23 2.30
H 3.18 -2.09 0.88
H 2.48 -2.41 2.47
H 3.50 1.30 0.84
H 1.96 1.92 0.21
H 2.75 0.56 -0.59
C 0.60 -5.07 -5.29
C 1.55 -4.06 -5.23
C 1.60 -3.22 -4.13
C 0.70 -3.35 -3.08
C -0.25 -4.38 -3.15
C -0.30 -5.23 -4.25
P 0.84 -2.17 -1.67
C -0.21 -3.00 -0.42
C 0.45 -3.82 0.51
C -0.25 -4.56 1.44
C -1.64 -4.49 1.48
C -2.31 -3.67 0.60
C -1.61 -2.92 -0.36
C -0.23 -0.81 -2.21
C -0.48 -0.48 -3.54
C -1.23 0.65 -3.85
C -1.74 1.43 -2.82
C -1.50 1.09 -1.49
C -0.74 -0.04 -1.15
H 0.56 -5.73 -6.15
H 2.26 -3.93 -6.04
H 2.36 -2.45 -4.08
H -0.96 -4.50 -2.34
H -1.04 -6.02 -4.28
H 1.54 -3.87 0.50
H 0.28 -5.19 2.14
H -2.19 -5.05 2.22
H -3.39 -3.59 0.63
H -2.15 -2.34 -1.09
H -0.08 -1.10 -4.34
H -1.42 0.90 -4.88
H -2.33 2.31 -3.05
H -1.92 1.71 -0.71
*
```

Calculated values
LUMO energy (alpha / beta), eV: 2.9 / 2.6
⟨S²⟩: 2.01
Total energy, hartree: -2133.24102
Gap between HOMO and LUMO (alpha / beta), eV: 5.05 / 7.56

***

Computed, not measured: an isolated ion of composition C5H10N3O2 and charge +1 at a distorted geometry, with ωB97M-V/def2-TZVPD.

```
! wB97M-V def2-TZVPD RIJCOSX def2/J DEFGRID3
* xyz 1 1
C -0.37 -1.60 -1.15
N 0.12 -0.57 -0.13
C 1.21 0.37 -0.61
C 2.30 0.31 0.47
O 2.24 -0.43 1.40
N 0.52 1.68 -0.57
N -0.89 1.47 -0.46
C -1.12 0.25 0.27
C -1.76 0.15 1.63
O -2.31 -0.37 0.33
H -0.93 -1.09 -1.82
H 0.58 -2.06 -1.44
H -1.05 -2.44 -0.83
H 0.61 -0.91 0.74
H 1.70 0.00 -1.54
H 3.11 0.97 0.50
H 0.85 2.28 0.21
H -1.34 1.56 -1.38
H -1.43 -0.66 2.26
H -2.03 1.09 2.11
*
```

Calculated values
LUMO energy, eV: -3.8
Total energy, hartree: -510.88333
Gap between HOMO and LUMO, eV: 10.58
SMILES string: C[N@H+]1[C@H](C=O)NN[C@]12CO2

***

Computed, not measured: a 9-piece molecular cluster, C45H50BClN8O2 overall at a distorted geometry, with ωB97M-V/def2-TZVPD.

```
! wB97M-V def2-TZVPD RIJCOSX def2/J DEFGRID3
* xyz 0 1
C -1.54 0.33 -0.83
C -1.11 -0.10 0.70
O -1.40 1.02 1.60
C 0.46 -0.52 0.89
B 1.50 0.13 -0.22
C 1.92 1.72 -0.32
C 2.00 2.34 1.22
O 2.77 1.71 2.11
Cl 1.03 3.88 1.56
H -1.12 1.39 -1.17
H -2.73 0.46 -0.81
H -1.33 -0.51 -1.64
H -1.75 -1.06 1.00
H -1.43 0.63 2.53
H 0.82 -0.19 1.96
H 0.49 -1.72 0.85
H 2.00 -0.65 -0.98
H 3.02 1.79 -0.77
H 1.24 2.36 -1.02
C 0.65 -6.36 -0.13
C 0.63 -5.14 -0.81
C -0.01 -4.07 -0.22
N -0.62 -4.13 0.99
C -0.59 -5.32 1.62
C 0.03 -6.45 1.11
H 1.14 -7.22 -0.56
H 1.10 -5.04 -1.78
H -0.05 -3.10 -0.71
H -1.09 -5.34 2.59
H 0.03 -7.38 1.67
C -2.59 -6.42 -3.33
C -2.46 -5.32 -2.48
C -2.51 -4.05 -3.04
N -2.67 -3.82 -4.36
C -2.80 -4.91 -5.16
C -2.76 -6.21 -4.69
H -2.56 -7.43 -2.93
H -2.33 -5.45 -1.42
H -2.41 -3.16 -2.42
H -2.92 -4.69 -6.22
H -2.87 -7.04 -5.38
C 7.46 2.01 -3.41
C 6.61 2.41 -4.44
C 5.34 2.86 -4.11
N 4.88 2.93 -2.84
C 5.72 2.54 -1.86
C 7.01 2.08 -2.09
H 8.46 1.65 -3.63
H 6.93 2.37 -5.47
H 4.65 3.18 -4.88
H 5.32 2.60 -0.86
H 7.64 1.78 -1.27
C 6.10 5.31 3.67
C 7.34 4.99 3.12
C 7.44 3.83 2.36
N 6.40 3.00 2.13
C 5.21 3.34 2.67
C 5.01 4.48 3.44
H 5.98 6.21 4.26
H 8.20 5.62 3.28
H 8.38 3.53 1.92
H 4.39 2.65 2.46
H 4.03 4.70 3.84
C -0.81 5.59 -1.35
C -1.46 4.71 -0.49
C -2.83 4.80 -0.37
N -3.59 5.70 -1.03
C -2.94 6.55 -1.86
C -1.57 6.53 -2.05
H 0.26 5.55 -1.48
H -0.90 3.97 0.07
H -3.38 4.14 0.29
H -3.57 7.26 -2.38
H -1.09 7.23 -2.73
C -7.04 4.23 -1.70
C -6.83 5.40 -0.97
C -7.93 6.17 -0.64
N -9.20 5.86 -0.99
C -9.37 4.72 -1.69
C -8.33 3.88 -2.07
H -6.20 3.60 -1.98
H -5.83 5.70 -0.67
H -7.82 7.09 -0.07
H -10.40 4.50 -1.96
H -8.53 2.98 -2.63
C -5.06 -2.98 4.42
C -5.70 -4.19 4.67
C -5.40 -5.27 3.86
N -4.52 -5.22 2.84
C -3.92 -4.03 2.61
C -4.15 -2.90 3.37
H -5.26 -2.11 5.03
H -6.41 -4.28 5.48
H -5.87 -6.23 4.02
H -3.22 -4.02 1.78
H -3.63 -1.97 3.15
C 5.17 -4.51 1.54
C 5.38 -3.34 2.26
C 4.28 -2.57 2.59
N 3.01 -2.88 2.25
C 2.84 -4.02 1.54
C 3.88 -4.86 1.17
H 6.01 -5.14 1.26
H 6.38 -3.04 2.56
H 4.39 -1.65 3.16
H 1.81 -4.25 1.27
H 3.68 -5.76 0.60
*
```

Calculated values
LUMO energy, eV: 0.1
Total energy, hartree: -2818.14827
Gap between HOMO and LUMO, eV: 9.32
SMILES string: C[C@H](O)CBCC(=O)Cl.c1ccncc1.c1ccncc1.c1ccncc1.c1ccncc1.c1ccncc1.c1ccncc1.c1ccncc1.c1ccncc1

***

Computed, not measured: a 3-piece molecular cluster, C13H32BNO9P2 overall at a distorted geometry, with ωB97M-V/def2-TZVPD.

```
! wB97M-V def2-TZVPD RIJCOSX def2/J DEFGRID3
* xyz 0 1
C 2.53 -0.49 -3.47
C 1.72 0.77 -3.69
O 1.25 1.30 -2.46
P 2.31 2.06 -1.45
O 2.60 3.24 -2.38
O 1.19 2.85 -0.51
C 1.17 4.27 -0.44
C 0.20 4.84 -1.46
O 2.06 0.75 -0.36
C 3.18 -0.04 0.01
C 4.45 0.77 0.23
H 3.48 -0.26 -2.98
H 2.75 -0.98 -4.43
H 1.99 -1.20 -2.83
H 2.30 1.52 -4.23
H 0.84 0.53 -4.29
H 2.17 4.69 -0.54
H 0.82 4.54 0.57
H 0.40 4.46 -2.47
H 0.27 5.93 -1.49
H -0.83 4.56 -1.22
H 3.34 -0.81 -0.74
H 2.92 -0.54 0.94
H 4.80 1.22 -0.71
H 5.25 0.12 0.60
H 4.28 1.58 0.94
C -1.31 -1.00 -1.17
C -2.77 -1.38 -1.11
O -3.15 -1.76 0.20
P -3.33 -0.59 1.36
O -4.52 0.12 0.71
O -4.21 -1.48 2.45
C -5.51 -1.08 2.84
C -6.56 -1.75 1.97
O -1.96 -1.28 2.14
C -0.81 -0.46 2.32
C -1.13 0.97 2.70
H -1.13 -0.06 -0.63
H -0.98 -0.86 -2.20
H -0.69 -1.77 -0.70
H -3.40 -0.56 -1.47
H -2.95 -2.24 -1.76
H -5.61 0.01 2.82
H -5.66 -1.39 3.88
H -6.35 -1.62 0.90
H -7.55 -1.36 2.19
H -6.57 -2.83 2.15
H -0.19 -0.50 1.42
H -0.22 -0.92 3.13
H -1.64 1.49 1.88
H -0.21 1.52 2.93
H -1.79 1.00 3.57
B 3.08 -4.70 1.55
N 4.27 -3.79 1.78
C 4.71 -3.56 0.56
O 5.45 -3.73 -0.45
H 1.99 -4.25 1.53
H 3.26 -5.85 1.35
*
```

Calculated values
LUMO energy, eV: -1.7
Total energy, hartree: -1953.89651
Gap between HOMO and LUMO, eV: 7.96
SMILES string: CCOP(=O)(OCC)OCC.CCOP(=O)(OCC)OCC.BN=C=O

***

Computed, not measured: a 2-piece molecular cluster, C6H16O overall at a distorted geometry, with ωB97M-V/def2-TZVPD.

```
! wB97M-V def2-TZVPD RIJCOSX def2/J DEFGRID3
* xyz 0 1
C -0.35 -1.58 -1.28
C 0.18 -1.57 0.16
C 0.70 -0.36 0.96
C 0.00 0.97 0.64
C -1.57 0.92 0.43
C -2.50 -0.04 1.34
H 0.27 -0.93 -1.90
H -0.34 -2.53 -1.75
H -1.37 -1.17 -1.35
H -0.68 -1.69 0.71
H 0.80 -2.36 0.35
H 0.38 -0.53 2.07
H 1.80 -0.53 0.97
H 0.32 1.30 -0.36
H 0.08 1.75 1.26
H -1.97 1.94 0.43
H -1.49 0.50 -0.59
H -2.13 -0.14 2.30
H -2.69 -1.12 0.93
H -3.46 0.41 1.53
O 4.68 2.13 -1.87
H 3.95 2.09 -2.54
H 5.40 2.54 -2.45
*
```

Calculated values
LUMO energy, eV: 0.8
Total energy, hartree: -313.35724
Gap between HOMO and LUMO, eV: 10.82
SMILES string: CCCCCC.O

***

Computed, not measured: a 3-piece molecular cluster, C25H57ClF5N11O6P3 overall at a distorted geometry, with ωB97M-V/def2-TZVPD.

```
! wB97M-V def2-TZVPD RIJCOSX def2/J DEFGRID3
* xyz 1 1
N 0.74 -1.01 3.24
P 0.53 -1.67 1.75
C -1.26 -2.41 1.54
C -1.58 -3.00 3.04
C -0.46 -4.03 3.64
N -0.07 -5.17 2.73
C -2.40 -1.21 1.28
C -2.34 0.13 2.21
C -1.92 1.51 1.43
O -2.91 2.56 1.86
N -2.43 -1.10 -0.23
C -3.74 -0.76 -0.89
C -3.61 0.32 -2.15
O -3.31 1.62 -2.00
O -3.88 -0.20 -3.51
C -1.65 -2.29 -0.78
N -1.31 -2.37 -2.11
C -0.50 -3.49 -2.73
F -1.23 -4.77 -2.91
F -0.16 -3.02 -4.13
C 0.98 -3.74 -2.01
F 0.96 -4.97 -1.16
F 1.48 -2.53 -1.30
F 1.94 -4.00 -3.14
N -1.32 -3.31 0.33
C -2.28 -4.48 0.34
C -3.82 -4.14 -0.10
O -4.80 -3.69 0.69
Cl -4.27 -4.46 -1.89
H 1.55 -1.49 3.73
H 0.76 -0.56 0.82
H 1.55 -2.71 1.63
H -2.66 -3.46 3.02
H -1.63 -2.07 3.78
H 0.53 -3.53 4.01
H -0.95 -4.53 4.60
H -0.81 -5.91 2.68
H 0.25 -4.85 1.79
H -3.37 -1.76 1.71
H -1.67 0.05 3.17
H -3.45 0.30 2.62
H -0.84 1.90 1.71
H -1.99 1.46 0.26
H -2.46 3.19 2.51
H -4.46 -0.22 -0.10
H -4.33 -1.68 -1.32
H -3.07 -0.09 -4.09
H -1.64 -1.58 -2.73
H -2.33 -5.08 1.34
H -1.87 -5.25 -0.47
O -0.65 4.08 -6.20
P -1.04 2.88 -7.10
N -0.54 3.69 -8.53
C -1.05 5.00 -8.88
C 0.92 3.70 -8.67
N -2.71 2.99 -6.80
C -3.71 3.50 -7.71
C -3.10 3.33 -5.43
N -1.48 1.51 -8.14
C -0.83 0.29 -7.66
C -1.52 1.49 -9.60
H -0.67 5.31 -9.86
H -0.78 5.77 -8.15
H -2.13 5.00 -9.00
H 1.32 2.68 -8.61
H 1.40 4.30 -7.89
H 1.23 4.09 -9.65
H -3.77 4.59 -7.70
H -4.70 3.12 -7.44
H -3.56 3.17 -8.74
H -3.04 4.42 -5.26
H -2.45 2.83 -4.71
H -4.12 3.01 -5.21
H 0.24 0.30 -7.90
H -1.28 -0.61 -8.10
H -0.93 0.20 -6.58
H -0.52 1.48 -10.04
H -2.08 2.34 -10.01
H -2.05 0.60 -9.95
O 2.69 0.13 5.51
P 3.92 0.76 6.20
N 4.35 -0.71 6.97
C 3.40 -1.44 7.80
C 4.98 -1.66 6.03
N 3.04 1.81 7.19
C 2.81 1.67 8.62
C 1.85 2.43 6.59
N 5.34 1.48 6.99
C 6.21 2.11 5.99
C 6.18 0.86 8.02
H 3.89 -2.32 8.25
H 2.53 -1.79 7.23
H 3.06 -0.85 8.64
H 5.83 -1.19 5.53
H 4.28 -2.00 5.26
H 5.37 -2.54 6.55
H 1.99 0.98 8.83
H 2.55 2.64 9.07
H 3.70 1.34 9.16
H 0.99 1.75 6.62
H 2.05 2.70 5.55
H 1.58 3.36 7.11
H 6.74 1.36 5.40
H 6.93 2.79 6.46
H 5.61 2.72 5.30
H 6.82 0.07 7.61
H 5.59 0.44 8.84
H 6.83 1.61 8.48
*
```

Calculated values
LUMO energy, eV: -5.4
Total energy, hartree: -4023.19533
Gap between HOMO and LUMO, eV: 4.02

***

Among the records above, which one has the highest total energy?
C6H16O